(1)
Here is a structure of composition C23H40CaIN6OS2Si from OMol25. Energies are from the ωB97M-V functional and the def2-TZVPD basis.

Its relative energy (zero: lowest compared OMol25 entry of this formula, charge and spin) is 0.1353 eV. For the frontier orbital gap, the calculation gives 7.1 eV. Its spin multiplicity is 1. As for the total charge: -1.

Each line ends with the Mulliken charge.
CARTESIAN COORDINATES (ANGSTROEM)
Ca: -0.24 0.98 -0.43  1.8300
C: 0.27 -0.74 -3.48  -1.0022
C: -1.16 -0.15 -3.37  -0.6930
N: -1.73 -0.37 -2.05  0.1311
C: -1.92 -1.77 -1.68  -1.2920
C: -1.53 -2.06 -0.22  -0.2039
N: -0.31 -1.40 0.22  0.9807
C: 0.94 -2.08 -0.11  -0.9708
C: 1.27 -2.03 -1.60  -0.9852
N: 0.98 -0.75 -2.21  0.2607
H: 0.82 -0.16 -4.22  0.4539
H: 0.21 -1.77 -3.86  0.3531
H: -1.77 -0.57 -4.18  0.3722
H: -1.12 0.93 -3.51  0.3246
H: -2.58 0.16 -1.93  0.0779
H: -1.33 -2.39 -2.36  0.3350
H: -2.97 -2.08 -1.82  0.4727
H: -1.48 -3.15 -0.08  0.2593
H: -2.33 -1.69 0.42  0.0473
H: -0.34 -1.35 1.24  -0.5935
H: 0.93 -3.12 0.23  0.4104
H: 1.73 -1.57 0.46  0.3506
H: 0.67 -2.79 -2.12  0.3004
H: 2.32 -2.33 -1.74  0.4787
H: 1.76 -0.10 -2.22  0.1701
C: 5.13 2.27 -3.22  -0.9740
Si: 5.31 2.92 -1.48  0.0522
C: 7.05 2.47 -0.92  -1.1463
C: 5.16 4.78 -1.49  -1.0364
C: 4.11 2.21 -0.22  0.2102
C: 4.56 1.97 1.07  0.0262
C: 3.71 1.44 2.05  -1.2758
C: 2.42 1.14 1.68  -0.5790
N: 1.96 1.39 0.45  0.0329
C: 2.75 1.94 -0.49  -0.0033
S: 1.99 2.37 -2.00  -0.4027
H: 6.02 2.57 -3.78  0.3291
H: 4.24 2.66 -3.70  0.2857
H: 5.06 1.18 -3.24  0.3250
H: 7.77 2.81 -1.66  0.3140
H: 7.16 1.39 -0.82  0.3518
H: 7.33 2.92 0.03  0.3238
H: 5.88 5.23 -2.18  0.3254
H: 5.34 5.20 -0.50  0.3353
H: 4.16 5.08 -1.81  0.3042
H: 5.58 2.18 1.34  0.2488
H: 4.05 1.25 3.06  0.4211
H: 1.71 0.69 2.36  0.4934
C: -0.87 2.37 2.58  -0.9995
O: -0.93 1.24 1.74  0.1803
H: -0.57 2.08 3.59  0.2821
H: -1.83 2.89 2.61  0.2823
H: -0.12 3.06 2.17  0.2673
I: -3.88 2.15 -0.57  -0.2860
C: -1.82 2.81 -1.01  -1.4171
H: -1.78 3.73 -0.41  0.3386
H: -1.94 3.18 -2.04  0.3261
N: -2.51 -0.56 2.87  -0.5098
C: -2.03 -1.71 3.19  0.1316
S: -0.38 -2.00 3.58  -0.5541
N: -2.83 -2.87 3.24  -0.2425
C: -4.09 -3.04 2.67  0.2811
C: -4.32 -4.13 1.83  -0.3291
C: -5.57 -4.35 1.28  -0.6491
C: -6.61 -3.46 1.53  -0.4284
C: -6.39 -2.38 2.36  -0.7234
C: -5.15 -2.18 2.95  -0.0828
H: -1.55 0.55 2.18  0.0527
H: -3.49 -0.59 2.60  0.0469
H: -2.24 -3.70 3.26  0.2496
H: -3.51 -4.81 1.61  0.3137
H: -5.72 -5.20 0.63  0.3454
H: -7.58 -3.62 1.07  0.3917
H: -7.19 -1.69 2.58  0.3579
H: -5.01 -1.37 3.65  0.5457


(2)
Here is a structure of composition C23H40F5GaIN2O7 in a non-equilibrium geometry from OMol25. Energies are from the ωB97M-V functional and the def2-TZVPD basis.

Its relative energy (zero: lowest compared OMol25 entry of this formula, charge and spin) is 10.8362 eV. For the frontier orbital gap, the calculation gives 7.5 eV. Its spin multiplicity is 1. As for the total charge: -1.

Each line ends with the Mulliken charge.
CARTESIAN COORDINATES (ANGSTROEM)
N: 0.10 2.37 3.38  -0.5524
C: -1.34 2.90 3.27  0.2114
O: -1.94 3.15 4.47  -0.5489
C: -2.09 3.21 1.84  0.0916
C: -2.94 1.95 1.22  -0.5119
Ga: -1.94 0.92 -0.28  0.0241
N: -3.06 -0.35 -1.25  -0.5010
I: -0.02 -0.43 0.88  -0.4867
C: -1.29 2.32 -1.68  0.8633
F: -2.02 3.61 -1.39  -0.3196
F: -1.74 1.93 -3.06  -0.3314
C: 0.31 2.63 -1.59  -0.0104
C: 0.82 4.14 -1.11  -0.3687
C: 2.45 4.41 -0.98  -0.5386
C: 3.51 3.17 -1.35  -0.4568
C: 2.96 1.69 -1.87  -0.0934
C: 3.99 0.46 -2.23  0.7313
F: 3.21 -0.78 -2.48  -0.2405
F: 4.85 0.25 -1.02  -0.2308
F: 4.86 0.88 -3.35  -0.2328
C: 1.35 1.42 -1.99  -0.2322
H: 0.69 2.75 2.60  0.3200
H: 0.10 1.33 3.41  0.2438
H: -1.26 3.60 1.10  -0.1347
H: -2.85 4.09 2.01  0.2673
H: -3.92 2.40 0.74  0.1624
H: -3.28 1.15 2.01  0.3148
H: -2.59 -0.42 -2.20  0.1875
H: -2.83 -1.29 -0.80  0.1773
H: 0.08 5.02 -0.85  0.3383
H: 2.93 5.42 -0.63  0.2663
H: 4.68 3.27 -1.25  0.2723
H: 0.87 0.38 -2.34  0.3299
C: -7.21 1.44 -3.06  -0.7654
O: -7.62 0.44 -2.14  -0.3067
C: -6.54 -0.17 -1.45  -0.2568
C: -6.90 -0.41 0.02  -0.3666
O: -7.00 0.77 0.83  -0.4747
C: -8.08 1.66 0.53  -0.2701
C: -9.47 1.11 0.86  -0.5549
O: -9.84 0.07 -0.04  -0.2694
C: -10.47 -1.03 0.60  -0.8274
H: -6.85 0.97 -3.98  0.3202
H: -8.08 2.06 -3.30  0.2406
H: -6.44 2.09 -2.64  0.3265
H: -5.63 0.45 -1.49  0.1257
H: -6.33 -1.12 -1.93  0.3641
H: -6.09 -1.00 0.47  0.4942
H: -7.79 -1.03 0.12  0.0509
H: -8.02 2.02 -0.50  0.0760
H: -7.91 2.54 1.16  0.4320
H: -10.21 1.91 0.75  0.3767
H: -9.49 0.78 1.90  0.3401
H: -9.98 -1.29 1.54  0.3796
H: -10.42 -1.89 -0.06  0.2292
H: -11.52 -0.78 0.79  0.3161
C: 9.89 -4.87 2.50  -0.8196
O: 9.49 -4.21 1.31  -0.2689
C: 8.93 -5.08 0.33  -0.5469
C: 7.73 -4.43 -0.37  -0.2553
O: 6.56 -4.28 0.45  -0.4768
C: 6.65 -3.36 1.54  -0.3465
C: 6.75 -1.89 1.13  -0.2730
O: 8.02 -1.61 0.55  -0.2972
C: 7.95 -0.77 -0.59  -0.7503
H: 10.85 -5.36 2.34  0.3150
H: 9.99 -4.13 3.28  0.2332
H: 9.14 -5.60 2.82  0.3735
H: 8.61 -6.03 0.78  0.3443
H: 9.71 -5.29 -0.40  0.3862
H: 7.43 -5.08 -1.19  0.4286
H: 8.00 -3.48 -0.83  0.0444
H: 7.44 -3.65 2.23  0.0688
H: 5.71 -3.48 2.10  0.4426
H: 6.66 -1.26 2.02  0.3814
H: 5.93 -1.64 0.45  0.1398
H: 7.12 -1.05 -1.25  0.3283
H: 8.88 -0.87 -1.16  0.2550
H: 7.84 0.27 -0.27  0.3028


(3)
Here is a structure of composition C23H40FN11O3Si2 in a non-equilibrium geometry from OMol25. Energies are from the ωB97M-V functional and the def2-TZVPD basis.

For the frontier orbital gap, the calculation gives 8.1 eV. Its spin multiplicity is 1.

Each line ends with the Mulliken charge.
CARTESIAN COORDINATES (ANGSTROEM)
O: 5.19 -4.53 -1.23  -0.1632
N: 4.56 -3.49 -1.52  -0.0795
O: 5.53 -2.69 -2.04  -0.2412
C: 5.47 -1.33 -1.46  -0.3017
Si: 3.83 -0.37 -1.85  0.5430
O: 2.57 -0.57 -0.62  -0.2880
Si: 0.97 -0.25 -1.27  0.3838
C: -0.16 -1.77 -0.75  -0.3176
C: -1.17 -2.27 -1.94  0.2879
F: -0.86 -3.73 -2.18  -0.3658
H: 6.34 -0.70 -1.97  0.2401
H: 5.64 -1.29 -0.30  0.2077
H: 3.32 -0.61 -3.22  -0.1256
H: 4.20 1.07 -1.81  -0.1996
H: 0.42 0.93 -0.56  -0.0922
H: 0.90 -0.10 -2.71  -0.1803
H: 0.60 -2.63 -0.46  0.3328
H: -0.77 -1.39 0.19  -0.0749
H: -2.26 -2.23 -1.49  -0.1335
H: -1.06 -1.68 -2.95  0.2036
C: -3.35 -1.93 2.63  -0.8836
C: -3.38 -0.95 1.53  0.4249
N: -3.40 -0.17 0.66  -0.3445
H: -2.42 -2.50 2.64  0.2654
H: -3.45 -1.44 3.60  0.3102
H: -4.17 -2.65 2.54  0.3042
C: -5.01 2.97 -0.34  -0.5890
C: -4.90 4.37 0.09  0.3717
N: -4.81 5.48 0.42  -0.4222
H: -4.44 2.77 -1.25  0.1510
H: -4.64 2.28 0.43  0.0959
H: -6.05 2.69 -0.54  0.3215
C: 3.61 3.70 0.69  -0.8869
C: 2.81 3.33 -0.49  0.3813
N: 2.19 3.04 -1.42  -0.3354
H: 3.02 4.26 1.42  0.3105
H: 4.00 2.81 1.21  0.2551
H: 4.47 4.32 0.43  0.3014
C: -5.53 -2.91 -1.34  -0.7427
C: -4.98 -3.88 -0.37  0.4070
N: -4.54 -4.64 0.39  -0.4517
H: -5.63 -1.91 -0.90  0.2223
H: -4.90 -2.82 -2.23  0.2540
H: -6.53 -3.22 -1.68  0.3303
C: 8.37 -5.26 1.26  -0.9118
C: 7.15 -5.02 0.46  0.3621
N: 6.19 -4.83 -0.16  -0.0233
H: 8.20 -5.06 2.32  0.2684
H: 8.71 -6.30 1.17  0.2751
H: 9.20 -4.62 0.93  0.2714
C: 0.00 -1.25 5.68  -0.6252
C: -1.32 -0.69 5.35  0.4213
N: -2.36 -0.24 5.09  -0.4827
H: 0.81 -0.74 5.13  0.2900
H: 0.23 -1.16 6.74  0.3250
H: 0.06 -2.31 5.42  0.0144
C: -0.81 3.79 -3.63  -0.9145
C: -1.48 2.99 -2.60  0.5479
N: -2.02 2.36 -1.78  -0.4478
H: -0.64 4.83 -3.30  0.2852
H: 0.17 3.38 -3.89  0.2870
H: -1.40 3.84 -4.55  0.2819
C: -2.87 7.93 1.27  -0.6011
C: -1.83 8.17 2.29  0.3188
N: -1.02 8.36 3.10  -0.3915
H: -3.50 7.07 1.53  0.2226
H: -3.53 8.80 1.16  0.2640
H: -2.43 7.73 0.29  0.2267
C: 0.25 -5.39 6.20  -0.7745
C: 0.92 -4.45 7.11  0.3939
N: 1.46 -3.71 7.83  -0.4100
H: 0.89 -5.67 5.36  0.2715
H: -0.04 -6.32 6.72  0.3087
H: -0.66 -4.96 5.78  0.2485
C: -1.55 2.25 -8.01  -0.8160
C: -0.88 3.19 -7.10  0.4793
N: -0.34 3.93 -6.38  -0.4693
H: -0.91 1.97 -8.85  0.2866
H: -1.84 1.32 -7.50  0.2628
H: -2.46 2.68 -8.43  0.2679


(4)
Here is a cluster of 11 separate species, C23H40N10O2P in total in a non-equilibrium geometry from OMol25. Energies are from the ωB97M-V functional and the def2-TZVPD basis.

Its relative energy (zero: lowest compared OMol25 entry of this formula, charge and spin) is 0.0205 eV. For the frontier orbital gap, the calculation gives 5.3 eV. Its spin multiplicity is 1. As for the total charge: -1.

Each line ends with the Mulliken charge.
CARTESIAN COORDINATES (ANGSTROEM)
C: 1.96 0.26 -0.99  -0.5414
P: 0.13 0.13 -1.55  1.3662
C: -1.67 0.20 -2.27  -0.8005
C: -2.75 -0.41 -1.30  0.2412
O: -2.98 -1.63 -1.17  -0.5718
O: -3.54 0.54 -0.55  -0.3486
H: 2.57 0.70 -1.86  0.0220
H: 2.41 -0.72 -0.65  0.2308
H: 2.00 1.08 -0.17  0.0391
H: 0.22 -1.32 -1.74  -0.3484
H: 0.61 0.26 -2.94  -0.1193
H: 0.05 1.58 -1.39  -0.6062
H: -0.34 -0.08 -0.19  -0.3711
H: -1.71 -0.41 -3.24  0.2923
H: -1.96 1.29 -2.49  0.3280
H: -3.91 1.14 -1.24  0.2643
C: -1.95 1.01 3.11  0.0806
C: -0.53 1.14 2.67  0.1041
N: 0.59 1.22 2.33  -0.4508
H: -2.24 -0.04 3.14  -0.2347
H: -2.07 1.44 4.11  0.4262
H: -2.61 1.54 2.42  0.0254
C: -5.81 2.15 2.12  -0.5649
C: -5.34 1.95 3.52  0.4160
N: -4.97 1.79 4.62  -0.5056
H: -6.90 2.25 2.10  0.3413
H: -5.37 3.06 1.71  0.2898
H: -5.52 1.30 1.50  0.0761
C: 2.19 4.64 0.46  -0.6216
C: 1.12 4.25 -0.53  0.2714
N: 0.29 3.96 -1.30  -0.4516
H: 2.72 3.75 0.79  0.3432
H: 2.89 5.33 -0.01  0.2794
H: 1.74 5.13 1.32  0.1034
C: 2.95 -4.24 -1.65  -0.6951
C: 3.99 -3.19 -1.37  0.2910
N: 4.80 -2.38 -1.15  -0.4747
H: 2.59 -4.13 -2.68  0.2633
H: 3.39 -5.23 -1.53  0.3801
H: 2.11 -4.13 -0.97  0.2546
C: -5.36 -1.74 2.97  -0.6702
C: -3.91 -2.08 3.07  0.4203
N: -2.78 -2.35 3.15  -0.4881
H: -5.56 -1.23 2.03  0.1441
H: -5.97 -2.65 3.02  0.3400
H: -5.65 -1.08 3.80  0.2523
C: -2.84 -4.58 -2.93  -0.5762
C: -1.39 -4.95 -2.85  0.3809
N: -0.26 -5.26 -2.80  -0.4425
H: -3.04 -4.07 -3.87  0.2563
H: -3.46 -5.47 -2.87  0.2968
H: -3.10 -3.91 -2.10  0.1188
C: 6.34 5.28 1.15  -0.7245
C: 5.30 6.26 1.61  0.3512
N: 4.49 7.02 1.97  -0.4161
H: 6.79 4.79 2.01  0.2667
H: 5.88 4.53 0.50  0.2813
H: 7.12 5.81 0.60  0.2728
C: 5.46 -0.40 -4.32  -0.7544
C: 4.45 0.60 -3.88  0.3594
N: 3.65 1.39 -3.53  -0.4584
H: 5.88 -0.91 -3.45  0.2274
H: 5.00 -1.13 -4.98  0.2361
H: 6.27 0.10 -4.86  0.2998
C: -0.21 5.84 3.91  -0.7971
C: -1.39 5.53 3.05  0.3930
N: -2.32 5.29 2.37  -0.4287
H: 0.57 5.09 3.77  0.2393
H: 0.20 6.82 3.64  0.2959
H: -0.50 5.86 4.96  0.3101
C: -0.13 -8.62 -1.26  -0.4919
C: 0.83 -9.54 -0.58  0.2613
N: 1.59 -10.25 -0.04  -0.3875
H: 0.28 -7.61 -1.29  0.1022
H: -0.32 -8.96 -2.28  0.2513
H: -1.08 -8.60 -0.71  0.2551


(5)
Here is the molecule C23H40N4S in a non-equilibrium geometry from OMol25. Energies are from the ωB97M-V functional and the def2-TZVPD basis.

As for the structure (SMILES): CCCCCCCCCCCCCCCCCC[C@@H](C#N)[C@](N)(C#N)N=C=S. For the frontier orbital gap, the calculation gives 8.8 eV. Its spin multiplicity is 1.

Each line ends with the Mulliken charge.
CARTESIAN COORDINATES (ANGSTROEM)
C: 3.71 -1.93 2.89  -1.0372
C: 2.55 -0.73 2.79  0.6107
C: 2.99 0.64 3.61  -0.6224
C: 3.15 1.97 2.67  -0.6080
C: 3.94 1.71 1.24  -0.5499
C: 2.89 1.63 -0.05  0.2999
C: 3.22 2.81 -1.14  -0.8122
C: 2.15 2.93 -2.37  -0.7475
C: 1.06 1.71 -2.48  -0.0040
C: 1.70 0.29 -2.98  -0.6894
C: 0.79 -1.04 -2.66  -0.5698
C: 0.20 -1.09 -1.13  2.1784
C: 0.03 -2.59 -0.49  -0.6577
C: -0.88 -3.62 -1.39  -0.7909
C: -2.21 -2.96 -2.09  -0.6701
C: -3.08 -1.96 -1.12  0.3789
C: -3.51 -0.67 -2.03  -0.6600
C: -4.28 0.53 -1.15  -0.8999
C: -3.39 1.11 0.09  0.9835
C: -3.43 2.77 -0.03  -0.1477
N: -3.23 4.08 -0.01  -0.5370
C: -3.85 0.62 1.58  1.3013
N: -4.22 1.89 2.37  -0.6550
C: -2.50 0.02 2.37  -0.2440
N: -1.42 -0.52 2.90  -0.5206
N: -4.91 -0.46 1.62  -0.6211
C: -4.44 -1.58 2.27  0.3126
S: -4.08 -3.07 3.01  -0.1132
H: 3.18 -2.99 2.88  0.2935
H: 4.50 -1.81 2.02  0.2375
H: 4.25 -1.86 3.95  0.3062
H: 1.59 -1.19 3.32  0.2578
H: 2.24 -0.52 1.67  -0.5663
H: 3.98 0.38 4.22  0.2795
H: 2.13 0.83 4.41  0.2689
H: 3.79 2.75 3.28  0.2556
H: 2.11 2.47 2.47  0.3174
H: 4.54 0.68 1.32  0.1792
H: 4.74 2.54 0.99  0.4125
H: 1.80 1.78 0.37  0.0689
H: 2.98 0.53 -0.47  -0.0313
H: 4.31 2.75 -1.59  0.2847
H: 3.19 3.84 -0.54  0.2642
H: 2.73 2.99 -3.40  0.2485
H: 1.54 3.93 -2.25  0.3162
H: 0.27 2.04 -3.31  0.4048
H: 0.48 1.67 -1.46  -0.1787
H: 2.82 0.18 -2.62  0.2354
H: 1.77 0.36 -4.17  0.3803
H: -0.07 -1.18 -3.47  0.1988
H: 1.50 -1.98 -2.78  0.2182
H: 1.01 -0.53 -0.45  -1.0468
H: -0.76 -0.42 -1.10  -0.9569
H: -0.50 -2.49 0.55  0.2393
H: 1.07 -3.12 -0.29  0.3552
H: -1.12 -4.58 -0.74  0.3330
H: -0.17 -4.01 -2.27  0.2756
H: -2.90 -3.87 -2.41  0.3789
H: -1.98 -2.38 -3.10  0.2314
H: -4.09 -2.55 -0.87  0.4314
H: -2.59 -1.70 -0.09  -0.3731
H: -4.27 -1.04 -2.84  0.3852
H: -2.57 -0.23 -2.57  0.1961
H: -5.38 0.21 -0.89  0.2972
H: -4.39 1.43 -1.93  0.3617
H: -2.27 0.77 -0.07  -0.3157
H: -3.37 2.20 2.92  0.3136
H: -5.01 1.65 3.04  0.3343


(6)
Here is a structure of composition C23H40NO2P3Ru in a non-equilibrium geometry from OMol25. Energies are from the ωB97M-V functional and the def2-TZVPD basis.

Its relative energy (zero: lowest compared OMol25 entry of this formula, charge and spin) is 0.0000 eV. For the frontier orbital gap (alpha / beta), the calculation gives 5.9 / 6.1 eV. Its spin multiplicity is 5. As for the total charge: +4.

Each line ends with the Löwdin spin population.
CARTESIAN COORDINATES (ANGSTROEM)
P: -1.03 -0.15 -2.72  0.4308
C: -1.22 -1.92 -3.03  0.0602
H: -1.22 -2.07 -4.12  0.0145
H: -2.16 -2.28 -2.60  -0.0002
H: -0.38 -2.47 -2.58  0.0022
C: -2.68 0.60 -2.83  0.0648
H: -2.61 1.65 -3.14  0.0001
H: -3.15 0.56 -1.83  0.0036
H: -3.26 0.02 -3.55  0.0150
C: -0.01 0.47 -4.09  0.0534
H: -0.58 0.34 -5.02  0.0155
H: 0.92 -0.12 -4.14  -0.0002
H: 0.25 1.52 -3.95  0.0008
P: 2.98 1.44 0.01  0.0243
C: 3.64 -0.23 0.21  0.0051
H: 4.74 -0.17 0.27  0.0011
H: 3.34 -0.85 -0.64  0.0003
H: 3.23 -0.66 1.13  0.0002
C: 3.88 2.09 -1.45  0.0009
H: 3.84 3.18 -1.47  0.0000
H: 3.42 1.69 -2.36  0.0000
H: 4.92 1.76 -1.38  0.0004
C: 3.65 2.37 1.43  0.0049
H: 4.66 2.72 1.18  0.0009
H: 3.69 1.68 2.28  0.0000
H: 3.01 3.21 1.68  0.0002
P: -1.57 0.67 2.63  0.1920
C: -1.69 -0.88 3.50  0.0224
H: -2.20 -0.68 4.46  0.0042
H: -0.69 -1.28 3.70  0.0015
H: -2.28 -1.61 2.92  0.0003
C: -1.41 2.02 3.79  0.0419
H: -1.95 1.73 4.70  0.0076
H: -1.84 2.95 3.40  0.0003
H: -0.35 2.19 4.04  0.0023
C: -3.00 0.85 1.57  0.0245
H: -3.80 1.30 2.17  0.0051
H: -3.33 -0.14 1.23  0.0013
H: -2.81 1.48 0.70  0.0014
Ru: 0.31 1.94 -0.18  0.2791
C: 0.53 0.16 -0.89  0.0929
O: 0.94 -0.97 -0.98  0.1105
C: 0.06 0.68 1.64  0.6186
O: 0.96 0.00 2.11  0.7677
C: 0.29 3.82 0.80  0.0322
C: -1.04 3.43 0.56  0.0119
C: -1.45 3.10 -0.74  0.0179
C: -0.51 3.04 -1.77  0.0148
C: 0.82 3.43 -1.54  0.0183
C: 1.20 3.88 -0.26  0.0116
H: 0.62 4.05 1.81  0.0023
H: -1.74 3.41 1.38  0.0015
H: -2.48 2.82 -0.93  0.0019
H: -0.81 2.75 -2.77  0.0010
H: 1.54 3.38 -2.35  0.0014
H: 2.21 4.21 -0.08  0.0000
N: -1.62 -2.78 0.27  0.2522
C: -0.94 -3.95 0.46  0.1752
C: -1.06 -5.01 -0.47  0.1127
C: -0.31 -6.18 -0.29  0.0310
C: 0.51 -6.33 0.83  0.2628
C: 0.61 -5.29 1.77  0.0340
C: -0.10 -4.10 1.59  0.1132
H: -2.38 -2.71 -0.40  0.0050
H: -1.34 -1.93 0.73  0.0152
H: -1.71 -4.88 -1.33  0.0022
H: -0.38 -6.98 -1.03  -0.0016
H: 1.07 -7.25 0.98  0.0097
H: 1.25 -5.40 2.65  -0.0016
H: -0.04 -3.29 2.32  0.0027